Record 1
Density functional theory data (ωB97M-V/def2-TZVPD) for C43H36Br3F7 as an isolated structure in a non-equilibrium geometry.

Last column: Mulliken charge in e.
Element x y z (Å)
C: -3.9006 5.7118 -0.3381  -0.43
Br: -5.8416 5.4250 -0.0899  -0.05
Br: -2.8560 4.2453 0.5542  0.09
Br: -3.3978 7.5180 0.2876  -0.02
H: -3.7026 5.6543 -1.4084  0.42
F: 0.1938 -3.0904 -4.5708  -0.17
C: -0.2707 -2.3899 -5.5598  0.47
C: -0.8592 -3.0102 -6.6571  -0.66
C: -1.2788 -2.2013 -7.7373  -0.31
C: -1.0868 -0.7643 -7.7133  -0.63
C: -0.4687 -0.2246 -6.5970  -0.38
C: -0.0140 -0.9876 -5.5638  -0.33
H: -1.0596 -4.0652 -6.7726  0.40
H: -1.5390 -2.6670 -8.6764  0.35
H: -1.4978 -0.2135 -8.5464  0.38
H: -0.2826 0.8388 -6.6266  0.35
H: 0.5037 -0.5409 -4.7278  0.53
F: 4.1840 3.1964 0.7194  -0.29
C: 4.4032 2.0881 1.4511  0.27
C: 3.4424 1.7300 2.4269  0.14
C: 3.6578 0.5722 3.2585  -0.76
C: 4.7591 -0.1751 2.9937  -0.32
C: 5.7094 0.1269 1.9804  -0.64
C: 5.5302 1.3150 1.2344  -0.41
H: 2.6255 2.4114 2.6134  0.37
H: 2.9152 0.3093 3.9973  0.46
H: 4.9375 -1.1346 3.4563  0.35
H: 6.5529 -0.5040 1.7422  0.42
H: 6.2440 1.6202 0.4836  0.44
F: -3.5555 -1.0309 4.1652  -0.21
C: -2.9512 -0.6253 5.2621  0.02
C: -3.6968 -0.1539 6.3105  -0.24
C: -3.0821 0.3723 7.4001  -0.61
C: -1.6915 0.3549 7.4670  -0.33
C: -0.8893 -0.0135 6.3577  -0.60
C: -1.5666 -0.4910 5.2394  -0.06
H: -4.7691 -0.2042 6.1925  0.42
H: -3.6190 0.7001 8.2780  0.35
H: -1.1555 0.6247 8.3651  0.36
H: 0.1821 0.1168 6.3177  0.39
H: -1.0149 -0.8503 4.3833  0.55
F: 0.3722 7.0222 2.2124  -0.34
C: 0.4412 6.2021 1.1477  0.24
C: 0.8682 4.8811 1.3200  -0.61
C: 1.0035 4.0826 0.1704  0.50
C: 0.7548 4.6197 -1.0925  -0.36
C: 0.4320 5.9705 -1.2534  -0.67
C: 0.2331 6.7180 -0.1241  -0.50
H: 1.0411 4.5154 2.3214  0.42
H: 1.2087 3.0366 0.3438  0.01
H: 0.7028 4.0977 -2.0365  0.38
H: 0.2769 6.3205 -2.2633  0.40
H: -0.0380 7.7631 -0.1486  0.51
F: -4.5721 -4.3298 0.9567  -0.32
C: -3.8600 -3.4961 0.1777  0.44
C: -3.0973 -4.0989 -0.8282  -0.62
C: -2.3741 -3.3594 -1.6991  -0.16
C: -2.3200 -2.0118 -1.5730  -0.95
C: -2.9089 -1.4186 -0.4602  0.17
C: -3.7694 -2.1565 0.3955  -0.87
H: -3.0874 -5.1556 -1.0511  0.40
H: -1.8576 -3.8641 -2.5022  0.43
H: -1.6796 -1.5039 -2.2790  0.52
H: -2.7408 -0.3675 -0.2776  0.47
H: -4.2481 -1.7587 1.2781  0.49
F: 3.0959 -2.8932 -2.9117  -0.31
C: 2.5561 -3.9588 -2.2635  0.15
C: 1.6544 -3.7014 -1.2403  0.27
C: 1.1409 -4.7234 -0.4121  -0.70
C: 1.5864 -5.9953 -0.6681  -0.32
C: 2.5606 -6.2961 -1.5956  -0.55
C: 3.0637 -5.2807 -2.4119  -0.53
H: 1.2299 -2.7121 -1.1539  0.41
H: 0.4573 -4.5603 0.4079  0.47
H: 1.2045 -6.8537 -0.1354  0.35
H: 2.9545 -7.3016 -1.5879  0.38
H: 3.8177 -5.4658 -3.1627  0.42
F: 0.3080 1.1404 -2.4062  -0.45
C: 0.3441 1.0725 -1.0486  -0.02
C: -0.6886 1.5153 -0.2721  -0.52
C: -0.6379 1.2105 1.0733  0.38
C: 0.3427 0.3997 1.6798  -0.65
C: 1.3638 -0.0504 0.8416  -0.56
C: 1.3795 0.3121 -0.5328  -0.71
H: -1.4562 2.0889 -0.7703  0.22
H: -1.3679 1.5147 1.8089  0.51
H: 0.2822 0.1768 2.7349  0.51
H: 2.1132 -0.7831 1.1024  0.63
H: 2.1207 -0.1570 -1.1628  0.59

The calculation puts the HOMO-LUMO gap at 8.593 eV. The value obtained for the strongest force on any atom is 3.4 eV/A. As for the total energy: -10081.1552 Ha. Its spin multiplicity is 1. As for the HOMO energy: -0.331 Eh. The calculation puts the LUMO energy at -0.408 eV.

=====

Record 2
Density functional theory data (ωB97M-V/def2-TZVPD) for C43H36N4O3PRbS4 as an isolated structure.

Last column: Mulliken charge in e.
Element x y z (Å)
Rb: -0.5282 0.3774 -1.0827  0.48
O: -5.2163 1.4855 -2.1321  -0.82
C: -4.4021 0.7792 -1.5259  0.16
O: -3.2507 1.0831 -1.1009  -0.47
C: -4.8306 -0.6776 -1.2137  -0.72
P: -3.4001 -1.6618 -0.5957  0.93
C: -4.0622 -3.3740 -0.7088  -0.36
C: -3.1145 -4.3981 -0.7085  -0.15
C: -3.5029 -5.7277 -0.7842  -0.56
C: -4.8486 -6.0553 -0.8842  -0.46
C: -5.8010 -5.0451 -0.8942  -0.67
C: -5.4105 -3.7155 -0.7992  -0.21
C: -3.5288 -1.4131 1.2302  0.59
C: -3.4817 -0.1077 1.7294  -0.38
C: -3.4867 0.1276 3.0971  -0.65
C: -3.5274 -0.9299 3.9958  -0.51
C: -3.5725 -2.2295 3.5093  -0.65
C: -3.5735 -2.4673 2.1418  -0.26
H: -5.1847 -1.1318 -2.1429  0.51
H: -5.6698 -0.6630 -0.5139  0.31
H: -2.0608 -4.1510 -0.6378  0.28
H: -2.7470 -6.5040 -0.7688  0.43
H: -5.1560 -7.0923 -0.9555  0.35
H: -6.8538 -5.2927 -0.9714  0.39
H: -6.1660 -2.9399 -0.7923  0.32
H: -3.4394 0.7170 1.0256  0.36
H: -3.4471 1.1487 3.4594  0.40
H: -3.5197 -0.7439 5.0635  0.35
H: -3.6000 -3.0669 4.1973  0.37
H: -3.5950 -3.4895 1.7833  0.25
C: 0.0542 0.6021 2.6452  -0.81
N: 0.1243 -0.4506 1.6515  0.75
C: -0.2689 -1.6235 1.9739  -0.99
C: -0.1079 -2.7800 1.1316  0.83
C: -0.2759 -4.1156 1.5348  -0.69
C: 0.1695 -4.8930 0.4614  -0.75
C: 0.5646 -3.9730 -0.5271  -0.84
N: 0.4088 -2.7009 -0.1335  -0.04
C: 1.4491 1.1571 2.8181  -0.01
C: 2.0862 1.7908 1.7505  0.18
C: 3.3996 2.2201 1.8774  -0.22
C: 4.0931 2.0245 3.0663  -0.61
C: 3.4634 1.4002 4.1333  -0.63
C: 2.1484 0.9687 4.0054  -0.49
H: -0.3360 0.2497 3.6119  0.31
H: -0.6150 1.3928 2.2853  0.24
H: -0.7064 -1.8090 2.9663  0.10
H: -0.6718 -4.4526 2.4838  0.50
H: 0.1896 -5.9718 0.3906  0.47
H: 0.9655 -4.1999 -1.5076  0.41
H: 1.5732 1.9591 0.8053  0.22
H: 3.8786 2.7053 1.0358  0.28
H: 5.1203 2.3560 3.1572  0.40
H: 3.9967 1.2399 5.0634  0.35
H: 1.6592 0.4661 4.8336  0.37
O: 1.0162 2.5639 -1.4025  -0.32
C: 1.5491 3.5849 -2.1136  2.19
C: 0.5795 4.0172 -3.2293  -0.55
C: 0.6042 5.0306 -4.1409  -0.48
C: -0.5470 5.0435 -4.9771  -0.58
C: -1.4187 4.0391 -4.6697  -0.70
S: -0.8487 3.0823 -3.3712  -0.02
C: 2.8809 3.1889 -2.7679  -0.53
C: 3.0968 2.7121 -4.0269  -0.40
C: 4.4291 2.2569 -4.2363  -0.68
C: 5.2052 2.3977 -3.1282  -0.64
S: 4.3204 3.0797 -1.8328  0.02
C: 1.7682 4.8072 -1.2191  -0.33
C: 2.5450 5.9217 -1.3502  -0.26
C: 2.3814 6.8371 -0.2732  -0.85
C: 1.4848 6.3865 0.6497  -0.54
S: 0.8392 4.8593 0.2186  -0.03
H: 1.4128 5.7467 -4.2047  0.43
H: -0.7216 5.7741 -5.7566  0.39
H: -2.3757 3.8277 -5.1193  0.45
H: 2.3163 2.6778 -4.7739  0.53
H: 4.7847 1.8290 -5.1636  0.34
H: 6.2360 2.1123 -2.9929  0.46
H: 3.2218 6.0716 -2.1805  0.53
H: 2.9193 7.7721 -0.1838  0.37
H: 1.1909 6.8654 1.5708  0.43
S: 4.7479 -0.8233 -1.6023  -0.36
C: 4.2173 -1.9140 -0.4592  0.05
N: 3.3729 -1.4818 0.5427  0.24
C: 2.9033 -2.2634 1.5239  0.25
C: 3.2730 -3.5733 1.5682  -0.88
C: 4.1029 -3.9975 0.5183  -0.06
N: 4.5721 -3.2331 -0.4357  -0.57
H: 3.0427 -0.5245 0.4842  0.00
H: 2.2385 -1.7884 2.2281  0.43
H: 2.8752 -4.2462 2.3091  0.34
H: 4.3994 -5.0428 0.4634  0.41

The calculation puts the HOMO-LUMO gap at 6.424 eV. The value obtained for the strongest force on any atom is 0.2 eV/A. Its net charge is -2. As for the total energy: -4063.2390 Ha. Its spin multiplicity is 1. As for the HOMO energy: -0.100 Eh. The calculation puts the LUMO energy at 3.704 eV.